{
  "formula": "C6H54FNO24S",
  "method": "wB97M-V/def2-TZVPD",
  "elements": ["C", "C", "C", "C", "N", "C", "C", "O", "S", "O", "O", "F", "H", "H", "H", "H", "H", "H", "H", "H", "H", "H", "H", "H", "O", "H", "H", "O", "H", "H", "O", "H", "H", "O", "H", "H", "O", "H", "H", "O", "H", "H", "O", "H", "H", "O", "H", "H", "O", "H", "H", "O", "H", "H", "O", "H", "H", "O", "H", "H", "O", "H", "H", "O", "H", "H", "O", "H", "H", "O", "H", "H", "O", "H", "H", "O", "H", "H", "O", "H", "H", "O", "H", "H", "O", "H", "H"],
  "positions_angstrom": [[1.488, 0.744, 1.373], [0.619, 1.547, 0.219], [-0.447, 0.626, -0.604], [-0.911, 1.494, -1.948], [-1.674, 0.183, 0.133], [-2.200, 1.166, 1.138], [-3.868, 1.052, 1.075], [-4.624, 0.563, 2.062], [-1.626, -1.461, 0.691], [-1.576, -2.412, -0.567], [-0.419, -1.836, 1.582], [-3.043, -1.966, 1.564], [0.849, 0.341, 2.266], [2.046, -0.186, 0.880], [2.372, 1.435, 1.782], [0.181, 2.532, 0.691], [1.428, 1.916, -0.577], [0.148, -0.314, -1.019], [-1.333, 0.715, -2.718], [-1.800, 2.193, -1.571], [-0.006, 2.132, -2.392], [-1.980, 2.310, 0.877], [-1.896, 0.978, 2.251], [-4.375, 1.468, 0.080], [1.916, 2.918, -2.340], [1.492, 3.007, -3.206], [2.820, 3.236, -2.488], [0.885, -4.397, 0.426], [0.495, -4.567, -0.445], [0.348, -3.675, 0.785], [3.314, -5.303, 2.422], [2.758, -4.896, 1.741], [2.856, -6.130, 2.634], [3.716, 4.676, -3.805], [3.292, 4.765, -4.672], [4.620, 4.994, -3.954], [3.789, 1.691, -4.318], [3.176, 1.537, -3.583], [4.663, 1.532, -3.930], [-4.104, 4.159, 0.289], [-3.564, 4.588, 0.969], [-5.005, 4.459, 0.481], [3.926, 1.505, -0.627], [4.548, 1.049, -0.040], [3.811, 2.375, -0.215], [5.304, -8.041, 2.016], [4.915, -8.212, 1.146], [4.767, -7.319, 2.376], [4.226, -1.320, -2.237], [4.848, -1.776, -1.650], [4.111, -0.450, -1.825], [7.639, -9.849, 1.246], [6.825, -9.472, 1.612], [7.722, -9.426, 0.378], [-3.761, -3.549, 3.962], [-4.575, -3.172, 4.328], [-3.678, -3.126, 3.094], [-1.245, 4.185, -0.456], [-2.076, 4.511, -0.834], [-0.594, 4.336, -1.157], [-2.088, 5.410, -2.813], [-2.667, 5.091, -3.523], [-1.859, 6.311, -3.086], [4.460, -1.162, -5.500], [4.160, -0.260, -5.685], [4.566, -1.180, -4.537], [-1.061, -5.238, 3.231], [-1.875, -4.862, 3.598], [-0.978, -4.816, 2.363], [-4.267, 3.451, -3.732], [-4.822, 3.858, -4.413], [-4.725, 2.623, -3.520], [-4.121, 4.060, 3.042], [-4.762, 3.361, 3.238], [-4.031, 4.537, 3.881], [-6.117, -3.646, 2.457], [-5.523, -3.077, 1.946], [-5.775, -4.540, 2.302], [-5.233, 4.300, 5.312], [-5.875, 3.601, 5.509], [-5.143, 4.777, 6.151], [-5.310, 6.674, 0.539], [-4.469, 7.045, 0.233], [-5.572, 7.258, 1.267], [7.271, -8.233, -1.059], [6.989, -7.428, -0.599], [7.289, -7.975, -1.993]],
  "lowdin_charge": [-0.134, -0.200, -0.327, -0.038, -0.226, -0.140, -0.116, -0.084, 0.931, -0.345, -0.331, -0.233, 0.065, 0.087, 0.078, 0.109, 0.085, 0.166, 0.094, 0.086, 0.074, 0.135, 0.150, 0.140, -0.094, 0.052, 0.016, -0.055, 0.051, -0.013, -0.065, 0.010, 0.040, -0.058, 0.056, 0.056, -0.058, 0.018, 0.054, -0.088, 0.019, 0.030, -0.063, 0.058, 0.056, -0.054, 0.049, 0.021, -0.046, 0.053, 0.004, -0.080, -0.006, -0.015, -0.064, 0.047, -0.009, -0.096, 0.001, 0.033, -0.051, 0.024, 0.054, -0.077, 0.010, -0.006, -0.061, 0.007, 0.009, -0.057, 0.046, 0.048, -0.078, 0.036, 0.019, -0.062, 0.024, 0.051, -0.054, 0.067, 0.064, -0.058, 0.049, 0.050, -0.055, 0.055, 0.057],
  "charge": 0,
  "energy_ev": -71275.405,
  "gap_ev": 8.51,
  "e_homo_ev": -10.0,
  "spin_multiplicity": 1,
  "lumo_ev": -1.48
}